[1]
Formula: C3H6O
Source: the Open Molecules 2025 dataset
Level of theory: ωB97M-V with the def2-TZVPD basis set

SMILES string ... CCC=O
E_LUMO ... 0.036 Ha
Kohn-Sham gap ... 10.810 eV
Spin multiplicity ... 1
Energy above the lowest of the compared OMol25 structures with the same formula, charge and spin ... 18.2 kcal per mole

CARTESIAN COORDINATES (ANGSTROEM)
O  -1.13  -0.96  0.40
C  -0.44  -0.08  0.90
C  0.33  0.84  0.03
C  0.99  0.10  -1.15
H  -0.25  -0.19  1.98
H  1.00  1.31  0.75
H  -0.31  1.62  -0.26
H  0.28  0.12  -1.95
H  1.19  -0.91  -0.87
H  1.85  0.55  -1.53


[2]
Formula: CHN2O3
Source: the Open Molecules 2025 dataset
Level of theory: ωB97M-V with the def2-TZVPD basis set

E_LUMO ... -0.215 Ha
Total charge ... +1
Kohn-Sham gap ... 11.402 eV
Spin multiplicity ... 1
Energy above the lowest of the compared OMol25 structures with the same formula, charge and spin ... 25.6 kcal per mole

CARTESIAN COORDINATES (ANGSTROEM)
C  0.20  1.31  1.47
N  0.11  -0.79  -1.63
N  -0.35  -0.99  -0.60
O  0.08  1.75  2.52
O  -0.80  -1.25  0.37
O  0.33  0.69  0.49
H  0.43  -0.72  -2.63


[3]
Formula: CH10O3S2
Source: the Open Molecules 2025 dataset
Level of theory: ωB97M-V with the def2-TZVPD basis set

SMILES string ... CSS.O.O.O
E_LUMO ... 0.010 Ha
Kohn-Sham gap ... 8.537 eV
Spin multiplicity ... 1
Energy above the lowest of the compared OMol25 structures with the same formula, charge and spin ... 14.9 kcal per mole

CARTESIAN COORDINATES (ANGSTROEM)
C  -0.80  -0.37  1.47
S  -2.25  0.49  0.82
S  -2.82  -0.93  -0.66
H  -0.48  -1.23  0.90
H  -0.03  0.43  1.63
H  -0.99  -0.68  2.52
H  -1.67  -1.61  -0.72
H  -1.11  1.66  -1.39
H  -0.01  2.72  -0.89
O  -0.18  1.94  -1.41
H  1.46  -0.75  -2.17
H  1.14  0.62  -1.45
O  1.61  -0.23  -1.38
H  2.44  -0.22  1.42
H  1.81  -0.89  0.16
O  1.87  -0.95  1.14